A molecular structure, C36H46F5NO3ReS2Si3 at a distorted geometry. Source: the OMol25 dataset; level of theory: the ωB97M-V functional and the def2-TZVPD basis.

As for the spin multiplicity: 2. The value obtained for the HOMO-LUMO gap (alpha / beta) is 0.232 / 0.245 Eh. For the HOMO energy (alpha / beta), the calculation gives -13.472 / -13.386 eV. The net charge is +2.

Last column: Löwdin charge in e.
Cartesian coordinates (Å):
Re (0.276442, 0.234326, -0.687043)  1.637
C (2.142851, -1.858047, 1.562537)  -0.156
Si (2.989210, -1.549037, -0.091500)  0.492
C (2.789273, -3.075568, -1.162755)  -0.143
C (4.825579, -1.270873, 0.204567)  -0.145
C (2.256384, 0.108181, -0.902130)  -0.590
Si (2.569605, 0.085997, -2.867307)  0.476
C (4.341808, -0.383646, -3.272110)  -0.147
C (2.162045, 1.783601, -3.587930)  -0.159
C (1.413802, -1.128072, -3.726513)  -0.153
Si (3.073998, 1.642873, -0.112513)  0.516
C (4.657947, 2.289487, -0.879136)  -0.142
C (3.354719, 1.639025, 1.753897)  -0.153
C (1.674680, 2.896253, -0.496758)  -0.291
C (1.819530, 4.278872, -0.506546)  -0.028
C (0.797849, 5.088447, -0.963677)  -0.009
C (-0.361512, 4.488149, -1.436810)  -0.015
C (-0.469618, 3.115072, -1.384984)  -0.129
N (0.505967, 2.337306, -0.891560)  -0.142
H (2.438791, -2.832583, 1.929100)  0.048
H (1.061116, -1.865791, 1.467644)  0.007
H (2.420689, -1.133972, 2.318911)  0.024
H (3.136172, -3.914807, -0.566742)  0.055
H (3.385965, -3.058058, -2.064067)  0.032
H (1.763336, -3.278735, -1.428350)  0.011
H (5.222356, -2.172823, 0.658017)  0.054
H (5.039894, -0.464255, 0.888410)  0.013
H (5.382629, -1.100495, -0.706097)  0.030
H (5.087527, 0.266034, -2.841096)  0.025
H (4.445154, -0.325135, -4.351075)  0.051
H (4.574567, -1.401033, -2.989750)  0.024
H (2.672668, 2.621013, -3.133900)  0.020
H (1.093064, 1.975321, -3.541545)  0.025
H (2.436240, 1.778620, -4.638412)  0.052
H (1.363743, -2.099199, -3.263883)  0.018
H (1.790946, -1.268386, -4.735285)  0.056
H (0.399014, -0.734109, -3.826161)  0.024
H (5.475170, 1.606732, -0.678717)  0.042
H (4.916046, 3.231742, -0.404706)  0.047
H (4.613365, 2.455964, -1.944673)  0.028
H (4.330486, 1.239377, 1.997771)  0.038
H (2.625341, 1.078217, 2.329102)  -0.001
H (3.337930, 2.669276, 2.100462)  0.046
H (2.752679, 4.709128, -0.189748)  0.118
H (0.908790, 6.158838, -0.984837)  0.126
H (-1.166888, 5.070537, -1.855413)  0.124
H (-1.348130, 2.602578, -1.762154)  0.107
O (-1.895381, 0.535685, -0.610030)  -0.672
S (-3.373355, 0.656514, -0.961574)  1.096
C (-3.997191, 1.576553, 0.482980)  -0.274
C (-3.417303, 1.092406, 1.816612)  -0.207
C (-2.891603, 2.246465, 2.667610)  -0.197
C (-1.596894, 2.839498, 2.139997)  -0.283
S (-0.046738, 1.882644, 2.258373)  1.089
O (-0.170567, 0.710722, 1.257722)  -0.653
C (-0.181491, 1.058762, 3.826005)  -0.392
C (-0.513951, -0.284466, 3.918426)  -0.061
C (-0.610067, -0.851287, 5.179235)  -0.039
C (-0.382610, -0.084094, 6.310108)  -0.038
C (-0.038760, 1.255409, 6.197686)  -0.041
C (0.075454, 1.837443, 4.946955)  -0.072
C (-4.100496, -0.942487, -0.667444)  -0.384
C (-5.349471, -1.165640, -1.224355)  -0.067
C (-5.955661, -2.394796, -1.029969)  -0.035
C (-5.303393, -3.383869, -0.309369)  -0.033
C (-4.044469, -3.152430, 0.222610)  -0.049
C (-3.429642, -1.923900, 0.045912)  -0.074
H (-5.081210, 1.507703, 0.428883)  0.108
H (-3.725137, 2.612009, 0.268404)  0.092
H (-2.591121, 0.411343, 1.616605)  0.076
H (-4.166427, 0.528225, 2.370998)  0.133
H (-2.773953, 1.928292, 3.706058)  0.121
H (-3.617285, 3.062759, 2.679511)  0.132
H (-1.350010, 3.783472, 2.625946)  0.108
H (-1.651751, 3.035668, 1.070426)  0.070
H (-0.670094, -0.873154, 3.029616)  0.102
H (-0.855992, -1.895773, 5.276360)  0.119
H (-0.461516, -0.533671, 7.285080)  0.120
H (0.156319, 1.841835, 7.079879)  0.120
H (0.365730, 2.870784, 4.851341)  0.118
H (-5.837269, -0.402715, -1.810457)  0.121
H (-6.925254, -2.584693, -1.456318)  0.121
H (-5.774045, -4.342944, -0.172384)  0.124
H (-3.537799, -3.931605, 0.768949)  0.125
H (-2.442112, -1.735762, 0.438969)  0.110
F (-3.789583, -4.912307, -3.179603)  0.150
C (-2.854592, -4.121912, -2.652298)  -0.120
C (-2.658289, -2.832997, -3.156761)  -0.122
F (-3.399762, -2.384485, -4.169624)  0.145
C (-1.698785, -2.005689, -2.586818)  -0.146
F (-1.537294, -0.747298, -3.085926)  0.044
C (-0.928579, -2.427364, -1.503676)  -0.282
O (-0.043083, -1.660040, -0.893383)  -0.249
C (-1.125107, -3.730833, -1.017998)  -0.146
F (-0.426424, -4.151508, 0.045185)  0.129
C (-2.078769, -4.569669, -1.581729)  -0.148
F (-2.276450, -5.783166, -1.077258)  0.152

Cartesian forces, eV/Å:
Re 0.78 -0.74 0.46
C 0.04 0.20 -0.43
Si -0.03 -0.29 0.19
C 0.02 0.45 0.20
C -0.48 0.02 -0.17
C -0.53 0.46 -0.18
Si -0.10 -0.03 -0.29
C -0.46 0.07 0.19
C 0.03 -0.41 0.21
C 0.00 0.57 0.13
Si 0.10 0.21 0.12
C -0.40 -0.20 0.19
C -0.24 -0.16 -0.41
C 0.18 -0.05 0.14
C -0.09 -0.19 -0.10
C -0.10 -0.15 -0.04
C 0.02 -0.06 0.02
C -0.26 0.08 -0.11
N 0.06 0.15 0.03
H 0.15 -0.33 0.08
H -0.16 -0.02 -0.03
H 0.07 0.21 0.15
H 0.11 -0.16 0.18
H 0.15 0.04 -0.25
H -0.28 -0.07 -0.06
H 0.05 -0.29 0.12
H 0.05 0.28 0.24
H 0.12 0.05 -0.30
H 0.22 0.25 0.18
H -0.03 0.04 -0.28
H 0.05 -0.28 0.10
H 0.18 0.24 0.16
H -0.17 0.00 0.00
H 0.09 -0.06 -0.24
H 0.02 -0.37 0.19
H 0.13 -0.01 -0.24
H 0.27 -0.02 -0.01
H 0.20 -0.20 0.06
H 0.03 0.21 0.13
H -0.06 0.04 -0.32
H 0.26 -0.09 0.03
H -0.14 -0.08 0.05
H -0.03 0.21 0.04
H 0.22 0.10 0.10
H 0.02 0.20 -0.01
H -0.07 0.04 -0.03
H 0.10 0.09 0.06
O 0.63 -0.09 -0.23
S -0.43 0.06 0.21
C 0.14 -0.11 -0.10
C -0.02 -0.14 -0.09
C 0.02 -0.04 0.07
C 0.12 -0.16 0.08
S -0.18 0.21 -0.09
O 0.27 -0.35 0.11
C -0.04 0.08 -0.10
C 0.01 0.14 -0.06
C 0.02 0.03 -0.06
C 0.01 0.07 -0.03
C 0.00 -0.02 -0.05
C -0.05 -0.14 -0.02
C 0.20 0.08 0.00
C 0.02 0.01 -0.01
C 0.05 -0.03 0.02
C -0.06 0.07 -0.01
C -0.04 0.15 0.06
C -0.16 0.20 0.20
H -0.11 0.00 -0.01
H 0.00 0.03 -0.05
H 0.00 -0.11 0.05
H -0.03 0.06 -0.05
H 0.06 0.00 -0.06
H -0.06 0.01 0.07
H 0.04 0.04 0.09
H 0.05 0.12 -0.17
H -0.04 -0.06 -0.11
H -0.04 -0.14 0.01
H -0.01 -0.08 0.16
H 0.02 0.08 0.12
H 0.06 0.23 -0.02
H -0.09 0.13 -0.11
H -0.17 -0.03 -0.07
H -0.07 -0.15 0.02
H 0.05 -0.10 0.12
H 0.03 0.07 0.13
F 0.34 0.32 0.22
C 0.05 0.14 -0.12
C -0.02 -0.20 0.05
F 0.17 -0.14 0.27
C -0.07 0.01 -0.29
F -0.37 -0.67 0.40
C -0.43 -0.88 -0.26
O 0.22 0.86 0.38
C -0.15 -0.06 -0.38
F -0.17 0.21 -0.25
C 0.16 0.15 -0.19
F -0.01 0.24 -0.09

A molecular structure, C36H46O6S2 at a distorted geometry. Source: the OMol25 dataset; level of theory: the ωB97M-V functional and the def2-TZVPD basis.

As for the spin multiplicity: 1. The value obtained for the HOMO-LUMO gap is 0.302 Eh. For the HOMO energy, the calculation gives -7.988 eV.

Last column: Löwdin charge in e.
Cartesian coordinates (Å):
O (-7.535540, -1.533130, -12.936060)  -0.260
S (-6.821000, -2.133560, -11.838960)  0.749
O (-7.419470, -3.219930, -11.001110)  -0.321
O (-5.329980, -2.560530, -12.355790)  -0.291
C (-4.907840, -3.876440, -12.037760)  -0.230
C (-3.588180, -4.179590, -12.796290)  -0.054
C (-6.216560, -0.832810, -10.642290)  -0.075
H (-5.687110, -4.580190, -12.330270)  0.048
H (-4.759330, -3.890780, -10.958020)  0.133
H (-3.230460, -5.184680, -12.572750)  0.114
H (-2.751900, -3.517750, -12.571130)  0.108
H (-3.782450, -4.075660, -13.863780)  0.008
H (-6.907920, -0.678930, -9.813760)  0.065
H (-6.436770, 0.040590, -11.256140)  0.054
H (-5.165200, -0.928240, -10.370930)  0.071
O (-3.187040, -4.448140, -16.899080)  -0.246
S (-2.234110, -4.842990, -15.851120)  0.764
O (-2.243200, -4.275630, -14.501940)  -0.390
O (-2.254010, -6.503060, -15.683240)  -0.273
C (-2.272400, -7.245400, -16.873040)  -0.265
C (-3.719310, -7.368810, -17.269060)  -0.073
C (-0.493460, -4.588480, -16.485320)  -0.083
H (-1.785760, -8.199960, -16.672810)  0.128
H (-1.660490, -6.727010, -17.611250)  0.110
H (-3.819210, -6.516400, -17.941010)  0.084
H (-4.480830, -7.322350, -16.490590)  0.011
H (-3.799150, -8.235070, -17.925820)  0.093
H (0.216510, -5.388760, -16.276560)  0.076
H (-0.149010, -3.564340, -16.341890)  0.060
H (-0.535330, -4.594010, -17.574510)  0.065
C (-6.606470, -7.385180, -14.303300)  -0.087
C (-7.250080, -6.357180, -13.697330)  -0.214
C (-6.868700, -5.027660, -13.889640)  -0.042
C (-5.644980, -4.822470, -14.562380)  -0.051
C (-4.846640, -5.819270, -15.100770)  -0.033
C (-5.412910, -7.137730, -15.041300)  -0.021
H (-6.808910, -8.418320, -14.062380)  0.016
H (-8.080100, -6.558680, -13.036360)  0.110
H (-7.392940, -4.228770, -13.386290)  0.114
H (-5.247360, -3.819210, -14.604390)  0.059
H (-3.815820, -5.681620, -15.392050)  0.020
H (-4.869100, -7.997950, -15.402830)  0.056
C (-6.024380, -9.343650, -12.316030)  -0.130
C (-5.126570, -9.450320, -13.375760)  -0.085
C (-5.597460, -9.719810, -14.630920)  -0.150
C (-6.950280, -9.971230, -14.870720)  -0.061
C (-7.882760, -9.829010, -13.784260)  -0.094
C (-7.375120, -9.503740, -12.519480)  -0.040
H (-5.754330, -9.060180, -11.309490)  0.046
H (-4.078850, -9.291920, -13.166970)  0.129
H (-4.802820, -9.807930, -15.357000)  0.117
H (-7.298660, -10.231040, -15.859420)  0.112
H (-8.943160, -10.028630, -13.830080)  0.057
H (-8.011070, -9.488350, -11.646710)  0.127
C (-3.228520, -2.354570, -15.180670)  -0.121
C (-4.546060, -1.997000, -14.966340)  -0.089
C (-5.280780, -1.371970, -15.955070)  -0.051
C (-4.617280, -1.065320, -17.146000)  -0.082
C (-3.244160, -1.288170, -17.307550)  -0.078
C (-2.581910, -2.043150, -16.360530)  -0.113
H (-2.766500, -2.977260, -14.428870)  0.019
H (-5.089030, -2.417550, -14.132830)  0.055
H (-6.339640, -1.159340, -15.958310)  0.105
H (-5.111300, -0.643050, -18.008580)  0.094
H (-2.744780, -1.009330, -18.223660)  0.098
H (-1.600440, -2.489390, -16.423490)  0.064
C (-11.272530, -9.520760, -13.661220)  -0.078
C (-11.308990, -8.275500, -12.992130)  -0.066
C (-10.340330, -7.331520, -13.349570)  -0.047
C (-9.447190, -7.552410, -14.458590)  -0.077
C (-9.549080, -8.740980, -15.139010)  -0.141
C (-10.416470, -9.766330, -14.747060)  -0.128
H (-11.993450, -10.281750, -13.401290)  0.096
H (-11.992150, -8.065530, -12.182440)  0.098
H (-10.381200, -6.371300, -12.856920)  0.103
H (-8.707830, -6.825950, -14.761890)  0.086
H (-8.899680, -9.040400, -15.948340)  0.104
H (-10.486880, -10.703870, -15.278530)  0.119
C (-6.260220, -7.131090, -8.843920)  -0.086
C (-6.849930, -5.856910, -8.994590)  -0.063
C (-7.060300, -5.391260, -10.298060)  -0.070
C (-6.556300, -6.090850, -11.394720)  -0.081
C (-5.708550, -7.203680, -11.156300)  -0.074
C (-5.615530, -7.821040, -9.894090)  -0.090
H (-6.042490, -7.462450, -7.839340)  0.087
H (-7.114800, -5.249540, -8.141740)  0.095
H (-7.499290, -4.406510, -10.360970)  -0.005
H (-6.854340, -5.883810, -12.411920)  -0.007
H (-5.268870, -7.684150, -12.017830)  0.076
H (-5.024930, -8.680940, -9.614540)  0.110

Cartesian forces, eV/Å:
O 0.53 -0.65 0.76
S 1.00 0.08 2.76
O 0.91 6.03 -4.12
O -2.27 0.98 0.44
C 1.91 -0.96 0.88
C -2.29 0.69 1.53
C -1.44 0.34 -1.48
H 0.95 0.58 0.52
H -0.07 -0.37 0.13
H -0.37 -0.12 -0.05
H -0.38 0.28 0.51
H -0.65 -0.35 2.20
H 0.14 -0.77 0.15
H 0.75 0.32 -0.04
H -0.33 -0.22 -0.15
O 2.05 -1.21 1.71
S 2.86 -0.26 -1.44
O 4.34 -6.11 -4.34
O 1.80 2.47 1.68
C -0.33 -0.59 -0.25
C 0.80 0.08 -2.81
C -0.76 -0.19 -1.46
H 0.02 0.04 0.31
H -0.08 -0.14 -0.33
H -0.85 0.04 0.03
H 1.44 -0.13 -1.76
H -0.37 -0.27 0.12
H -0.27 0.21 0.87
H 0.04 -0.39 0.97
H -0.53 -0.25 -0.21
C 2.66 0.95 -0.86
C -1.21 0.99 -2.24
C 1.15 -0.48 -2.88
C -1.18 0.69 -0.29
C -2.51 -2.29 1.17
C -0.72 1.99 2.01
H -0.52 3.02 -0.59
H -0.04 -0.14 -0.34
H -0.08 0.10 -0.25
H -0.75 -0.75 -0.35
H -2.69 -0.51 0.42
H -0.51 0.44 0.82
C 0.04 -1.73 -0.07
C -0.27 -0.53 1.66
C 0.37 -2.62 -0.32
C -0.57 -1.07 1.14
C 2.13 -2.20 1.07
C -0.36 -1.19 -0.42
H 0.15 -1.89 -0.91
H 0.20 0.04 -0.26
H -0.43 -0.36 -0.66
H 0.09 -0.03 -0.05
H 1.62 -0.58 0.40
H -0.33 0.21 -0.06
C -1.37 2.70 0.73
C -0.75 0.17 -0.52
C 0.52 0.24 -1.77
C 0.73 0.51 -0.01
C -0.20 -0.75 -0.20
C -0.06 0.79 1.15
H -0.63 3.14 -0.66
H 0.59 1.30 -0.23
H -0.14 -0.19 0.60
H -0.38 0.24 0.16
H -0.07 0.03 -0.17
H 0.20 0.92 -0.67
C -0.28 0.07 -0.69
C 1.73 -0.35 -0.78
C -0.16 -0.39 -1.23
C -2.32 -0.17 0.37
C -1.10 -0.16 -1.25
C -2.45 1.64 0.59
H -0.03 -0.12 0.17
H -0.10 -0.12 -0.04
H 0.32 0.16 0.11
H -1.10 -0.25 -0.37
H 0.04 0.79 -0.21
H 0.19 -0.05 -0.01
C 1.14 0.71 0.36
C 0.56 -1.64 -1.25
C -0.01 -1.64 1.98
C 0.87 -1.45 3.48
C -0.67 1.31 0.14
C -0.93 2.83 0.89
H -0.29 -0.31 0.22
H -0.22 -0.15 0.13
H -0.32 -2.74 0.54
H 1.53 0.56 3.27
H 0.35 1.36 0.29
H 0.07 -0.15 -0.38

Number 1: E_tot -3921.83866 hartree, molar mass 970.36 g/mol. Number 2: E_tot -2646.46765 hartree, molar mass 638.89 g/mol.